Formula: C20H41N2OP3Sn
Source: OMol25
Level of theory: ωB97M-V with the def2-TZVPD basis set

Each line ends with the Mulliken charge.
Cartesian coordinates (Å):
Sn: -0.0638 0.2951 0.4419  0.74
P: -1.6962 -1.6726 0.9231  1.21
P: 1.4361 -0.9827 2.8713  0.81
P: 1.4643 -1.7572 -0.8271  0.83
H: -1.0142 5.5167 -4.3505  0.31
C: -1.0188 4.5878 -4.9284  -0.44
C: -1.9860 3.6750 -4.7924  -0.44
H: -2.7649 3.7711 -4.0450  0.36
C: -3.2983 -1.1219 1.5921  -1.29
C: -1.1629 -3.0172 2.0320  -1.19
C: -2.1463 -2.4678 -0.6535  -1.18
C: 3.0425 -0.0777 2.9236  -1.34
C: 0.8116 -0.6062 4.5631  -1.38
C: 2.0385 -2.7126 3.1477  -1.14
C: 0.8797 -1.5838 -2.5461  -0.91
C: 1.5220 -3.5585 -0.5652  -1.36
C: 3.2283 -1.2852 -0.9436  -1.31
H: -0.2320 4.4629 -5.6871  0.32
H: -2.0127 2.8286 -5.4933  0.35
H: -3.4951 -0.0742 1.3289  0.33
H: -3.3589 -1.2295 2.6846  0.42
H: -4.0816 -1.7464 1.1374  0.53
H: -0.9998 -2.6502 3.0550  0.34
H: -0.2457 -3.5114 1.6902  0.20
H: -1.9672 -3.7640 2.0568  0.54
H: -2.0655 -1.7635 -1.4922  0.22
H: -3.1987 -2.7781 -0.5766  0.53
H: -1.5411 -3.3554 -0.8819  0.37
H: 3.6093 -0.3972 3.8128  0.51
H: 2.8614 1.0043 2.9733  0.38
H: 3.6314 -0.2626 2.0138  0.31
H: 1.6176 -0.7308 5.3006  0.46
H: -0.0260 -1.2577 4.8458  0.39
H: 0.4384 0.4244 4.6251  0.40
H: 3.0354 -2.7022 3.6082  0.44
H: 2.1116 -3.2633 2.2043  0.13
H: 1.3480 -3.2683 3.7978  0.47
H: 1.4532 -2.2428 -3.2108  0.60
H: 0.9939 -0.5479 -2.8901  -0.14
H: -0.1842 -1.8475 -2.6154  0.35
H: 1.7871 -4.0159 -1.5293  0.50
H: 0.5536 -3.9605 -0.2378  0.30
H: 2.2954 -3.8054 0.1757  0.42
H: 3.6383 -1.7115 -1.8723  0.49
H: 3.7886 -1.6788 -0.0810  0.41
H: 3.3216 -0.1901 -0.9646  0.31
C: -0.7659 1.7488 -2.1022  0.49
C: 0.3490 2.6225 -2.0243  -0.14
C: 1.2870 2.5673 -3.0572  -0.62
C: 1.0455 1.7267 -4.1697  -0.27
C: -0.2109 1.1250 -4.3531  -0.58
C: -1.1969 1.2710 -3.3731  -0.44
O: -1.3206 1.2590 -0.9922  -0.73
H: 1.3255 1.3447 -0.0202  0.10
H: 0.4384 3.2391 -1.1294  0.69
H: 2.2081 3.1587 -3.0445  0.59
H: 1.8096 1.5889 -4.9495  0.52
H: -0.4333 0.6275 -5.3028  0.51
H: -2.2583 1.0513 -3.5149  0.58
N: -1.4677 1.4737 3.1644  0.04
C: -1.9121 2.5825 3.7867  -0.12
C: -1.8399 3.6105 2.8620  -0.97
C: -1.3512 3.0566 1.6776  -0.32
N: -1.0726 1.7544 1.8989  0.00
H: -1.4697 0.5050 3.4857  0.10
H: -2.1882 2.5615 4.8282  0.53
H: -2.1002 4.6401 3.0043  0.46
H: -1.2235 3.5178 0.7048  0.41

Values from the calculation:
2S+1: 1
Charge: +4

***

Formula: C68H78N8OP3RbSi2
Source: OMol25
Level of theory: ωB97M-V with the def2-TZVPD basis set

Each line ends with the Mulliken charge.
Cartesian coordinates (Å):
Rb: -0.0627 -0.3964 -0.0979  0.51
C: -3.1415 2.8124 -1.0215  -1.20
C: -3.3563 1.3171 -0.7946  -0.53
P: -2.5959 0.2359 -2.1028  0.59
C: -3.5583 0.9041 -3.5257  -0.28
C: -4.9498 0.7970 -3.5795  -0.57
C: -5.6599 1.3665 -4.6155  -0.71
C: -4.9963 2.0488 -5.6257  -0.57
C: -3.6109 2.1371 -5.5967  -0.54
C: -2.8986 1.5718 -4.5553  -0.12
C: -3.6147 -1.2829 -1.9097  0.97
C: -4.4911 -1.5319 -0.8602  0.34
C: -5.2639 -2.6798 -0.8467  -0.45
C: -5.1466 -3.6177 -1.8574  -0.76
C: -4.2322 -3.4055 -2.8779  -0.68
C: -3.4847 -2.2452 -2.9085  -0.86
C: -1.7907 3.3443 -0.5442  0.40
P: -0.3650 2.8544 -1.6195  1.69
C: 1.0476 3.6500 -0.7362  0.64
C: 2.2821 3.0323 -0.9006  -0.60
C: 3.4366 3.6086 -0.4021  0.05
C: 3.3697 4.8010 0.2937  -0.93
C: 2.1397 5.4093 0.4880  -0.71
C: 0.9866 4.8516 -0.0362  -0.72
C: -0.3956 4.1750 -2.9068  0.53
C: -1.4709 5.0249 -3.1447  -0.37
C: -1.4011 5.9903 -4.1332  -0.84
C: -0.2602 6.1252 -4.9057  -0.59
C: 0.8121 5.2725 -4.6898  -0.67
C: 0.7402 4.3037 -3.7099  -0.66
H: -3.9175 3.3509 -0.4643  0.45
H: -3.2779 3.0297 -2.0871  0.33
H: -4.4361 1.1388 -0.7870  0.60
H: -2.9261 1.0192 0.1664  -0.02
H: -5.4764 0.2522 -2.8083  0.26
H: -6.7393 1.2905 -4.6455  0.42
H: -5.5561 2.5050 -6.4313  0.36
H: -3.0897 2.6562 -6.3890  0.46
H: -1.8190 1.6369 -4.5260  0.40
H: -4.5728 -0.8312 -0.0450  -0.14
H: -5.9577 -2.8455 -0.0341  0.45
H: -5.7528 -4.5149 -1.8398  0.35
H: -4.1051 -4.1539 -3.6492  0.42
H: -2.7795 -2.0730 -3.7104  0.41
H: -1.5651 2.9331 0.4478  -1.49
H: -1.8411 4.4337 -0.4573  0.75
H: 2.3386 2.0890 -1.4247  0.38
H: 4.3849 3.1144 -0.5467  0.55
H: 4.2745 5.2553 0.6764  0.34
H: 2.0835 6.3334 1.0493  0.40
H: 0.0460 5.3641 0.1082  0.30
H: -2.3763 4.9440 -2.5625  0.20
H: -2.2435 6.6487 -4.2998  0.41
H: -0.2028 6.8994 -5.6595  0.35
H: 1.7074 5.3684 -5.2897  0.44
H: 1.5772 3.6369 -3.5494  0.29
C: 4.0330 -1.7145 3.5789  -1.30
Si: 2.6197 -2.3470 2.4247  0.36
C: 1.0365 -1.5205 3.0715  0.27
C: 2.3608 -4.2253 2.8352  -1.44
N: 2.8321 -2.0227 0.7775  0.71
C: 3.9908 -2.1649 0.1023  1.14
C: 5.0676 -2.9138 0.6158  -0.73
C: 6.3071 -2.9735 0.0158  -0.92
C: 6.5204 -2.2690 -1.1610  -1.22
C: 5.4718 -1.5839 -1.7411  -0.40
C: 4.1754 -1.5431 -1.1957  -0.37
N: 3.1367 -0.9710 -1.8426  0.97
Si: 3.1144 -0.2659 -3.3718  -0.02
C: 1.2871 0.1059 -3.7898  -0.30
C: 3.7022 -1.3629 -4.8694  -1.52
C: 4.1191 1.3738 -3.6300  -1.10
H: 4.2095 -2.3360 4.4548  0.50
H: 3.8063 -0.7083 3.9203  0.16
H: 4.9595 -1.6550 3.0160  0.33
H: 1.0212 -1.5182 4.1598  0.55
H: 0.1506 -2.0446 2.7317  -0.51
H: 0.9574 -0.4879 2.7507  -0.47
H: 2.5874 -4.4708 3.8676  0.46
H: 2.9792 -4.8525 2.2011  0.29
H: 1.3279 -4.5081 2.6562  0.17
H: 4.9080 -3.4522 1.5399  0.16
H: 7.1054 -3.5583 0.4656  0.34
H: 7.4992 -2.2728 -1.6307  0.31
H: 5.6409 -1.0588 -2.6728  0.16
H: 0.6280 -0.5327 -3.2099  -0.29
H: 1.0735 -0.0767 -4.8397  0.70
H: 1.0201 1.1394 -3.5861  -0.21
H: 2.9030 -2.0160 -5.2086  0.31
H: 4.5228 -2.0067 -4.5678  0.39
H: 4.0426 -0.7914 -5.7305  0.41
H: 3.4953 2.2605 -3.5419  0.11
H: 4.6092 1.4099 -4.6016  0.46
H: 4.8942 1.4482 -2.8714  0.27
C: -3.5159 3.4880 3.3230  -0.83
C: -2.6598 4.4846 3.7656  -0.96
C: -1.2973 4.2880 3.6824  -0.85
C: -0.7690 3.1023 3.1533  0.97
C: -1.6068 2.1005 2.6004  -0.28
C: -2.9843 2.3586 2.7188  0.35
C: 0.6833 2.9126 3.2026  0.10
C: 1.4490 3.5640 4.2157  -1.38
C: 2.8029 3.4324 4.2432  -1.35
C: 3.4329 2.6151 3.2804  1.30
C: 4.8232 2.4199 3.2474  -1.02
C: 5.3850 1.6279 2.2820  -1.12
C: 4.5701 0.9867 1.3370  -0.47
C: 3.2094 1.1305 1.3668  2.13
C: 2.5960 1.9612 2.3299  -0.80
N: 1.2607 2.1358 2.3048  1.00
H: -4.5902 3.6091 3.4465  0.38
H: -3.0496 5.4083 4.1822  0.33
H: -0.6447 5.0931 4.0044  0.43
H: -3.6890 1.6138 2.3500  0.37
H: 0.9519 4.1609 4.9672  0.49
H: 3.4067 3.9458 4.9888  0.42
H: 5.4299 2.9015 4.0084  0.35
H: 6.4553 1.4683 2.2600  0.36
H: 5.0174 0.3533 0.5851  0.04
H: 2.5883 0.5924 0.6672  -0.50
C: -2.7541 -4.0975 0.7012  -0.65
C: -2.8763 -3.0379 1.7316  0.23
N: -2.2007 -1.9223 1.7354  0.99
C: -2.5054 -1.2849 2.9006  0.04
C: -3.3858 -2.0353 3.6155  -1.67
N: -3.6356 -3.1586 2.8609  0.38
C: -4.6337 -4.1614 3.1222  -0.58
N: -5.7518 -3.6128 3.8195  0.61
N: -6.2613 -4.2339 4.9315  -0.92
N: -7.1459 -3.4658 5.4787  -0.54
C: -7.2357 -2.3143 4.7737  0.19
C: -7.9828 -1.1496 4.9856  -0.72
C: -7.7961 -0.1059 4.0994  -0.68
C: -6.9256 -0.2011 3.0191  -0.88
C: -6.1787 -1.3492 2.7790  0.40
C: -6.3370 -2.3869 3.6779  0.39
H: -2.1389 -3.7053 -0.1045  -0.94
H: -3.7178 -4.3896 0.2868  0.42
H: -2.2811 -4.9847 1.1267  0.63
H: -2.0701 -0.3332 3.1354  0.38
H: -3.8561 -1.8706 4.5623  0.50
H: -4.2404 -4.9792 3.7449  0.33
H: -4.9444 -4.5823 2.1522  0.35
H: -8.6545 -1.0760 5.8256  0.42
H: -8.3319 0.8206 4.2599  0.35
H: -6.8124 0.6446 2.3586  0.47
H: -5.4929 -1.4057 1.9511  0.58
C: -0.7286 -5.3843 -2.5551  -1.46
P: 0.1677 -3.8497 -2.0070  0.90
C: 1.3954 -3.5595 -3.3263  -0.75
C: 1.1181 -4.3272 -0.5384  -0.25
O: -0.7841 -2.7439 -1.7895  -0.38
H: -0.0454 -6.2070 -2.7478  0.41
H: -1.2780 -5.1514 -3.4659  0.33
H: -1.4363 -5.6721 -1.7798  0.28
H: 1.9338 -4.4739 -3.5659  0.47
H: 2.0929 -2.8039 -2.9570  -0.43
H: 0.8905 -3.1781 -4.2133  0.41
H: 1.7446 -3.4747 -0.2396  -0.44
H: 1.7513 -5.1867 -0.7368  0.49
H: 0.4296 -4.5495 0.2740  0.13

Values from the calculation:
2S+1: 1
Charge: -2

***

What did we get for relative energy (zero: lowest compared OMol25 entry of this formula, charge and spin)? Answer: 30.5 30.4 kcal per mole, in the order shown.